This record from the OMol25 dataset describes a single C2H3Cl2N2P molecule in a non-equilibrium geometry. The level of theory is wB97M-V/def2-TZVPD.

Element x y z (Å)
Cl  2.407  1.140  1.259
Cl  -0.810  -1.897  0.790
P  -1.633  0.930  0.005
N  -0.063  1.106  0.542
N  -1.352  -0.292  -1.176
C  1.104  0.420  0.483
C  -0.820  -1.348  -0.935
H  1.307  0.031  -0.496
H  -0.138  -1.931  -1.703
H  -0.002  1.841  1.231

ΔE to the lowest compared entry with this formula, charge and spin: 3.645 eV
Strongest force on any atom: 3.7 eV Å⁻¹
Orbital gap (spin up / spin down): 7.233 / 7.368 eV

Electronic structure analysis, natural (NBO) charges in units of e:
1. Cl 0.01
2. Cl -0.10
3. P 0.80
4. N -0.83
5. N -0.74
6. C -0.14
7. C 0.16
8. H 0.19
9. H 0.22
10. H 0.42